# 1
Molecular formula: C6H7NO5S
Method: DFT, ωB97M-V/def2-TZVPD

Geometry as XYZ:
```
20
Properties=species:S:1:pos:R:3:forces:R:3
C -0.179 3.183 0.782 -0.255 0.704 0.950
C -1.740 -1.704 0.755 -0.082 -0.093 0.082
C 1.780 0.538 -0.854 0.225 0.273 -0.127
C 1.592 0.153 0.620 0.551 0.063 0.460
C -0.809 -0.523 0.646 -0.313 0.671 -0.538
C 0.631 -0.406 -1.144 -0.653 0.380 -0.506
N 0.538 -0.819 0.253 0.331 -0.816 0.660
O -1.183 -2.878 0.462 -0.079 -0.526 -0.071
O -1.141 3.441 1.321 0.557 -0.115 -0.308
O -2.887 -1.582 1.067 0.066 0.031 -0.015
O -1.017 1.803 -0.892 -0.019 -0.500 -0.297
O -2.040 -0.215 -1.871 -0.075 -0.309 0.030
S -1.066 0.371 -1.007 0.043 -0.237 -0.268
H 1.543 1.575 -1.074 0.086 0.094 -0.052
H 2.734 0.266 -1.294 -0.013 -0.033 -0.043
H 2.439 -0.352 1.086 -0.018 0.135 -0.007
H 1.254 0.967 1.263 -0.069 -0.066 -0.014
H -0.907 0.136 1.506 -0.075 -0.002 0.031
H 0.687 -1.168 -1.917 -0.121 0.026 -0.096
H -0.230 -2.787 0.291 -0.088 0.321 0.126
```
Forces are in eV/Å.


# 2
Molecular formula: C6H7NOS2
Method: DFT, ωB97M-V/def2-TZVPD

Geometry as XYZ:
```
17
Properties=species:S:1:pos:R:3:forces:R:3
C 0.825 -1.263 -0.479 -3.375 3.108 1.422
C 1.187 1.019 0.259 -0.416 -0.537 0.596
C -0.577 -1.141 -0.294 3.337 3.664 1.026
C -0.205 1.169 0.436 0.418 -0.512 -0.204
C 1.688 -0.211 -0.189 -0.296 -0.489 -0.532
C -1.056 0.105 0.182 0.319 -0.959 -0.380
N 3.054 -0.466 -0.408 -1.638 2.679 2.388
O -3.191 1.402 -0.663 0.113 -0.021 0.557
S -3.794 -1.255 0.221 -0.388 -0.842 0.106
S -2.856 0.356 0.289 0.493 1.986 1.962
H 1.354 -2.058 -0.758 1.089 -3.801 -1.366
H 1.947 1.704 0.616 -0.434 0.630 -0.215
H -1.320 -1.780 -0.497 -1.997 -3.070 -0.837
H -0.740 2.054 0.725 0.576 0.718 0.329
H 3.302 -1.147 -1.046 0.491 -1.251 -1.464
H 3.510 0.423 -0.453 0.948 -0.120 -0.345
H -3.128 1.090 2.059 0.760 -1.183 -3.043
```
Forces are in eV/Å.


Computed energy, in the same sequence as the records: -1061.8993; -1159.0697 a.u..
Computed frontier orbital gap, in the same sequence as the records: 10.75; 7.96 eV.
Computed energy relative to the best compared isomer or geometry (same formula, charge and spin), in the same sequence as the records: 1.106; 2.660 eV.